DFT (ωB97M-V/def2-TZVPD) results for C20H60As2F12N5O5 as an isolated structure in a non-equilibrium geometry.

Each line ends with the Mulliken charge.
Atoms and positions in Å:
C: -7.584032 1.707737 -1.682842  0.291
H: -3.900482 2.143847 5.498828  0.377
H: -2.560862 0.326667 6.542118  0.337
H: 0.697588 -3.945493 -7.717902  0.374
C: 4.142038 5.060597 -0.090292  -1.391
O: -3.515972 -0.538133 8.650888  -0.292
H: -0.993942 -2.107203 -6.749012  0.364
H: -5.561502 0.962947 -1.299072  0.320
H: -1.088122 5.284257 -2.733292  0.295
H: -9.152152 0.359577 -2.313302  0.406
C: -4.183742 1.112117 5.290498  -1.494
F: 1.346168 -1.761223 7.289718  -0.529
H: -6.607332 4.712867 0.506198  0.318
N: 0.763668 -4.189553 -6.740062  -0.232
H: 10.948348 -4.481223 -3.638812  0.435
F: -0.692982 -0.765663 2.182168  -0.509
O: 0.652038 5.595447 -1.515212  -0.356
H: 2.426618 5.387067 -2.480192  0.445
H: 4.086118 3.972237 -0.069272  0.388
H: 8.436508 -2.897413 -1.386002  0.429
H: -6.615862 0.158257 -0.617142  0.374
As: 1.497148 -3.594613 7.163968  1.976
F: 1.881488 -5.319393 7.149058  -0.467
N: 1.895938 5.508977 0.949878  -0.275
H: -3.445372 -1.838363 6.779228  0.383
C: 0.686518 -2.996633 -5.775772  0.166
O: -1.792412 -3.357003 -5.437532  -0.349
C: 9.980638 -4.451833 -3.138052  -1.476
H: 2.289138 5.956017 1.765758  0.381
H: -0.244332 3.882547 -2.207332  0.343
F: 2.624158 -3.582263 8.563768  -0.495
H: -5.267222 1.093067 5.173008  0.373
H: 10.326528 -4.507803 -2.105902  0.420
C: -2.034142 -3.719333 -4.100232  -0.685
F: -0.367532 -2.114703 -0.047442  -0.513
H: -5.095792 5.253727 -0.245152  0.244
H: 9.449418 -5.347623 -3.459732  0.380
H: 1.722338 4.525297 1.099308  0.279
H: 4.763048 5.336437 -0.942562  0.366
H: 5.676948 -0.720273 -2.052212  0.275
N: 10.253528 -1.947453 -3.205902  -0.281
N: -6.499122 0.642977 -1.495492  -0.234
H: 1.358118 -0.927603 -5.518032  0.356
H: -7.413182 2.525607 0.355308  0.385
As: -0.003372 -0.440823 0.542848  2.077
F: 0.683648 -0.233253 -1.141152  -0.558
H: -0.889982 -1.554793 -5.035952  0.466
H: 1.880158 -1.766623 -7.004612  0.392
H: -5.052082 -1.039203 10.081448  0.326
C: 9.247168 -3.161063 -3.341952  0.258
H: -2.913222 -1.529453 5.312508  0.310
H: -4.168142 0.414467 10.400908  0.319
O: 7.359188 -1.893583 -2.780662  -0.353
H: -1.173922 -3.978813 -3.483152  0.327
C: -9.025482 1.184767 -1.612502  -1.325
F: 1.589388 -1.084943 1.036358  -0.480
H: 0.855238 -3.400623 -4.777562  0.292
H: 0.042728 -4.885153 -6.611712  0.342
H: 4.653828 5.523667 0.753358  0.426
H: 9.672108 -1.128163 -3.101952  0.328
H: 2.007948 4.032277 -1.531062  0.442
F: 2.876568 -3.207313 6.100108  -0.489
C: 1.737878 -1.863333 -5.928272  -1.318
H: 8.928368 -3.079063 -4.381052  0.311
C: -3.636422 0.212077 6.407448  0.298
H: 10.796668 -1.886833 -4.055262  0.350
H: -3.837392 0.870677 4.285588  0.434
H: 2.755478 -2.099293 -5.616972  0.366
H: -2.531912 -2.883913 -3.607892  0.275
H: 7.436648 -3.835653 -2.570332  0.426
H: -3.377242 -1.167093 10.556328  0.275
H: 0.380738 4.851127 -3.530012  0.301
C: -4.296472 0.355937 7.787938  -0.716
F: 0.359888 -3.724433 5.767578  -0.511
H: -4.115182 1.384537 8.099748  0.421
H: -2.694172 -4.584613 -4.161462  0.269
C: 2.767548 5.641947 -0.322772  0.241
H: 1.650608 -4.648673 -6.589602  0.374
H: -8.034652 3.585947 -0.873742  0.521
C: 8.114808 -2.995153 -2.422852  -0.724
O: -5.924552 3.336427 -0.672642  -0.353
H: 6.485168 -1.727033 -0.959452  0.327
H: 2.879418 6.725897 -0.348462  0.314
C: 1.995108 5.122077 -1.514952  -0.783
H: -9.180212 0.815997 -0.598512  0.376
C: -0.775052 -2.395003 -5.720732  -0.777
H: -9.771272 1.925437 -1.901132  0.391
F: 0.416018 1.210907 1.083438  -0.487
H: -5.375952 0.206027 7.769278  0.394
C: -7.278562 2.823997 -0.684382  -0.938
H: -7.421432 2.153807 -2.664002  0.238
H: -4.495532 -1.521043 5.521168  0.344
C: -4.072442 -0.577283 9.958898  -0.800
C: 6.187258 -1.682373 -2.007002  -0.747
H: 0.976068 5.918697 0.872068  0.363
C: -6.019632 4.699767 -0.411702  -0.689
F: -1.594082 0.179997 -0.064992  -0.531
N: -3.629822 -1.260653 5.971558  -0.292
H: -6.535202 0.025747 -2.294142  0.385
H: -6.532822 5.145527 -1.263772  0.291
H: 5.373078 -2.373273 -2.225752  0.286
H: 10.879508 -2.190283 -2.451382  0.358
F: 0.163278 -3.852633 8.306188  -0.481
C: -0.083212 4.906247 -2.545222  -0.780

Force components x, y, z for each atom (eV/Å):
0.8 1.7 0.0
0.0 -0.1 0.0
-0.1 0.7 0.1
0.1 0.5 -0.5
-0.2 -0.2 -0.6
-2.1 0.9 -1.2
-0.2 0.5 0.0
0.7 1.2 -0.9
0.2 0.7 0.6
0.0 -0.1 0.0
-0.1 -0.1 0.1
-0.7 -2.0 -0.2
-0.2 1.1 0.1
0.4 1.1 0.5
-0.1 0.2 -0.6
0.5 0.4 -2.0
0.0 -0.1 -0.5
0.6 0.4 0.2
0.3 0.0 0.4
0.1 -0.4 0.3
-1.0 -0.9 0.2
1.9 0.6 1.2
-0.8 0.9 -0.8
0.0 -0.6 -0.8
-0.1 -0.4 0.9
-1.0 1.1 2.5
1.4 -0.1 -1.2
1.5 0.0 0.5
0.7 -0.2 0.3
0.1 -0.3 0.0
-1.0 0.6 -1.0
-0.2 -0.1 0.5
-0.6 -0.4 0.4
-0.5 0.2 0.5
-0.4 1.6 0.8
0.3 -0.7 -0.1
-0.2 0.3 0.3
0.1 -0.6 0.6
-0.1 -0.1 -0.2
0.9 0.4 -0.9
-1.2 -2.0 -0.4
-1.0 0.1 0.3
0.1 -0.2 0.1
-0.6 -0.5 0.1
0.6 -1.8 -0.2
-0.6 0.7 1.5
0.6 0.1 0.0
-0.1 0.7 -0.3
-0.2 -0.2 -0.7
1.1 0.2 -1.6
0.8 0.4 -0.4
0.3 0.2 -0.1
-0.4 2.3 -1.2
0.4 0.0 -0.3
1.1 -0.7 0.3
-1.5 1.1 -0.3
0.0 -0.6 -0.1
-0.7 -0.1 0.6
-0.2 -0.4 0.3
0.1 0.6 0.5
-0.1 -0.4 0.4
-1.2 -0.7 0.3
-0.2 -1.2 -2.0
-0.3 0.1 0.1
0.5 -0.3 -0.5
0.2 0.2 -0.3
0.6 -0.2 0.2
-0.3 -0.1 0.7
-0.2 -0.1 0.2
0.4 -0.8 0.5
0.0 0.1 0.0
0.6 0.4 0.2
1.9 -0.7 -0.1
0.9 0.3 1.3
-0.1 0.2 0.1
0.0 0.1 0.2
-0.3 1.8 0.7
0.4 -0.3 -0.1
0.2 0.3 -0.1
-1.5 0.0 0.6
-0.3 -2.1 -1.6
-0.3 -0.4 0.2
-0.1 0.1 -0.5
-0.7 -0.3 -0.4
-0.5 0.0 0.0
-0.2 -1.6 -0.8
0.3 0.2 0.3
-0.2 -1.1 -0.8
-0.1 -0.5 0.2
0.3 -0.1 0.9
0.3 -0.3 -0.2
-0.5 -0.3 0.2
0.5 -0.2 1.0
-0.2 -0.2 1.3
-0.5 0.3 -0.8
-0.7 1.0 0.5
1.3 -0.6 0.6
-0.6 0.3 -0.1
0.3 -0.6 0.0
-0.2 0.5 0.3
0.3 -0.6 0.0
0.2 0.6 0.6
0.5 0.4 -1.1
-0.6 -0.8 0.3

Values from the calculation:
Total charge: +3
Max |F|, eV Å⁻¹: 2.88
LUMO level, eV: -5.935
Orbital gap, eV: 7.46
ΔE to the lowest compared entry with this formula, charge and spin, kJ/mol: 223.2
E_tot, Ha: -7117.06484

=====

DFT (ωB97M-V/def2-TZVPD) results for C10H29F3O5S3Si2 as an isolated structure.

Each line ends with the Mulliken charge.
Atoms and positions in Å:
H: -0.996494 1.923196 1.646583  0.445
H: -0.935901 -1.446373 1.979422  -0.159
S: -7.619404 1.796254 0.702680  0.477
Si: -1.495869 -0.377789 1.112626  0.246
H: -5.697052 3.074632 0.080950  0.427
F: 1.828488 -2.362522 2.147733  -0.269
H: -4.389186 -2.129261 1.389511  -0.116
C: 0.932188 0.997164 1.928483  -0.444
H: -0.192255 1.477016 0.140890  -0.012
Si: -4.034326 -1.078980 2.364471  0.421
C: -0.397345 1.134091 1.165958  -0.314
H: 1.186012 1.924668 2.453943  0.344
H: 8.162242 -2.561950 -0.918027  0.306
H: -0.138593 4.578708 -3.793771  0.370
H: -5.597438 1.381903 -0.505031  0.303
O: -7.832709 0.335498 0.857158  -0.600
H: -1.590220 -0.918240 -0.261266  -0.137
H: 6.818267 -2.832277 0.221709  0.254
O: 2.023155 0.749025 1.038995  -0.402
H: -1.287406 3.230278 -3.982351  0.334
H: -5.233317 -0.359856 2.822082  -0.152
C: -0.558632 3.691808 -3.319707  -0.933
H: -7.965681 3.277867 -1.142513  0.342
C: 1.689752 3.493681 -1.887027  -0.860
H: 2.758153 -0.573597 -0.309140  0.313
S: 6.784286 -4.341895 -1.632789  0.519
H: -5.306024 1.756498 1.211302  0.137
H: 5.484334 -6.224550 -1.049321  0.308
C: -5.878554 2.028059 0.326775  -0.804
H: -1.025702 3.942414 -2.367493  0.277
H: -9.300879 2.118348 -0.925250  0.325
H: 0.874970 0.204360 2.691373  0.306
F: 3.331568 -0.882337 2.626126  -0.271
F: 3.683019 -2.313558 1.044543  -0.297
H: 5.292934 -4.916657 0.146156  0.248
H: -3.356618 -1.706155 3.520406  -0.147
H: 1.140702 -0.986291 0.292404  0.056
H: 8.236603 -3.934611 0.218378  0.304
C: 2.116584 -0.566569 0.578903  -0.264
S: 0.745801 2.489814 -3.038977  0.420
O: 7.861649 -5.105071 -2.311241  -0.621
C: 7.579848 -3.314764 -0.391385  -0.808
O: 0.143315 1.391529 -2.238863  -0.546
H: 2.529600 2.892632 -1.545005  0.286
O: -3.008026 0.015489 1.659176  0.006
C: 6.005730 -5.466976 -0.468465  -0.803
H: -7.775313 1.571536 -1.670157  0.296
H: 2.055281 4.385227 -2.396400  0.402
C: 2.737458 -1.527315 1.611718  0.852
H: 6.774624 -5.932936 0.147186  0.307
H: 1.056267 3.759793 -1.041055  0.246
C: -8.219873 2.239044 -0.932384  -0.919

Force components x, y, z for each atom (eV/Å):
0.1 -0.2 -0.1
0.0 0.0 0.1
0.0 0.0 0.0
0.2 0.1 -0.3
0.0 0.0 0.0
0.0 0.1 0.0
0.0 0.0 0.0
-0.1 -0.1 0.0
0.0 -0.1 0.2
-0.2 0.1 0.1
-0.1 0.3 0.1
0.0 -0.2 -0.2
0.0 0.0 0.0
0.0 0.0 0.0
0.0 0.0 0.0
0.0 -0.1 0.0
0.0 0.0 0.0
0.0 0.0 0.0
0.1 -0.1 0.1
0.0 0.0 0.0
0.0 0.0 0.0
0.0 0.0 0.0
0.0 0.0 0.0
0.0 0.0 0.0
-0.1 0.1 0.2
0.0 0.0 0.0
0.0 0.0 0.0
0.0 0.0 0.0
0.1 0.0 0.0
0.0 0.0 0.0
0.0 0.0 0.0
0.1 0.1 -0.1
-0.1 0.0 -0.1
-0.1 0.1 -0.1
0.0 0.0 0.0
0.0 0.0 0.0
0.1 0.0 0.0
0.0 0.0 0.0
-0.1 0.0 -0.1
0.1 0.1 0.0
0.0 0.0 0.0
0.0 0.0 0.0
-0.1 -0.1 0.1
0.0 0.0 0.0
0.0 -0.2 0.1
-0.1 0.0 0.0
0.0 0.0 0.0
0.0 0.0 0.0
0.2 0.0 0.1
0.0 0.0 0.0
0.0 0.0 0.0
0.0 0.0 0.0

Values from the calculation:
Total charge: 0
Max |F|, eV Å⁻¹: 0.38
LUMO level, eV: 0.379
Orbital gap, eV: 9.25
E_tot, Ha: -2847.72049

=====

> orbital gap of number 1 (C20H60As2F12N5O5)?

7.46 eV